DFT (ωB97M-V with the def2-TZVPD basis set) results for the molecule C6H8N2 at a distorted geometry.

Output
gap between HOMO and LUMO = 7.81 eV
E_tot = -9328.43844 eV
charge = 0
SMILES = C1=CN2NCC=C2C1
ΔE to the lowest compared entry with this formula, charge and spin = 75.4 kcal per mole
highest occupied orbital energy = -6.68 eV

Last column: natural (NBO) charge in e.
Positions of all 16 atoms, in Å:
C: -1.431 0.603 -1.541  -0.32
C: 0.474 -1.308 0.837  -0.34
C: -0.540 1.441 -0.943  0.02
C: -0.297 -0.558 0.077  0.22
C: -1.461 -0.672 -0.915  -0.47
C: 1.694 -0.404 1.301  -0.22
N: 1.256 0.980 0.770  -0.46
N: 0.082 0.782 0.090  -0.27
H: -2.158 0.923 -2.200  0.21
H: 0.474 -2.303 0.785  0.21
H: -0.441 2.466 -1.189  0.22
H: -2.398 -1.018 -0.467  0.24
H: -1.054 -1.563 -1.510  0.23
H: 1.874 -0.322 2.414  0.18
H: 2.642 -0.646 0.918  0.18
H: 1.283 1.598 1.571  0.36

Force components x, y, z for each atom (eV/Å):
1.16 2.62 0.24
2.16 3.56 0.35
-0.96 -1.35 -0.92
-1.26 1.26 0.38
2.25 -4.28 1.14
-2.53 0.89 0.80
2.89 -1.07 0.58
-1.36 0.05 0.52
-1.18 0.66 -1.38
0.10 -3.77 0.29
0.48 0.71 0.13
0.06 0.27 0.03
-1.10 1.08 0.00
-0.60 -0.14 -0.96
1.11 -0.70 -0.97
-1.21 0.20 -0.26


DFT (ωB97M-V with the def2-TZVPD basis set) results for the molecule C6H8N2 at a distorted geometry.

Output
gap between HOMO and LUMO = 10.35 eV
E_tot = -9329.57101 eV
charge = 0
SMILES = C=C(C#N)[C@@]1(C)CN1
ΔE to the lowest compared entry with this formula, charge and spin = 49.3 kcal per mole
highest occupied orbital energy = -9.57 eV

Last column: natural (NBO) charge in e.
Positions of all 16 atoms, in Å:
C: 0.378 0.098 0.007  0.05
C: 1.078 0.293 1.305  -0.24
C: 1.010 0.507 -1.293  -0.62
N: 0.921 -1.070 0.843  -0.59
C: -1.094 -0.059 0.087  -0.12
C: -1.985 0.231 -0.860  -0.33
C: -1.424 -0.942 1.184  0.28
N: -1.973 -1.417 2.086  -0.32
H: 1.764 -1.522 0.501  0.37
H: 0.506 0.526 2.196  0.21
H: 2.062 0.752 1.269  0.20
H: 2.096 0.480 -1.209  0.22
H: 0.701 1.522 -1.549  0.22
H: 0.699 -0.154 -2.101  0.22
H: -1.708 0.736 -1.770  0.21
H: -3.030 0.018 -0.697  0.22

Force components x, y, z for each atom (eV/Å):
0.69 -1.15 0.67
0.19 0.15 0.11
-0.07 -0.04 0.22
0.15 0.55 -0.78
0.48 -0.96 -0.79
-0.05 0.27 0.56
-2.18 0.62 1.18
0.66 -0.03 -0.65
0.03 0.46 -0.22
0.00 0.08 0.01
-0.03 0.00 -0.05
0.00 0.05 -0.03
0.08 0.04 -0.03
0.01 -0.05 -0.03
0.10 0.20 -0.03
-0.06 -0.20 -0.12


DFT (ωB97M-V with the def2-TZVPD basis set) results for the molecule C6H8N2 at a distorted geometry.

Output
gap between HOMO and LUMO (alpha / beta) = 6.81 / 6.87 eV
E_tot = -9326.19331 eV
charge = 0
ΔE to the lowest compared entry with this formula, charge and spin = 127.2 kcal per mole
highest occupied orbital energy (alpha / beta) = -6.65 / -6.69 eV

Last column: natural (NBO) charge in e.
Positions of all 16 atoms, in Å:
C: -1.370 -0.840 -0.850  -0.38
C: -0.052 -1.065 -1.115  -0.10
C: -1.788 0.181 -0.005  0.40
C: 0.448 1.137 -0.218  0.32
C: 0.928 -0.297 -0.347  -0.40
C: 1.065 -0.500 1.214  -0.57
N: -2.574 0.729 0.738  -0.63
N: 0.970 2.189 -0.381  -0.69
H: -2.213 -1.434 -1.485  0.24
H: 0.129 -1.826 -1.819  0.22
H: 1.993 -0.589 -0.839  0.19
H: 1.661 -1.407 1.422  0.21
H: 0.135 -0.770 1.524  0.21
H: 1.474 0.368 1.797  0.22
H: -2.635 1.678 1.089  0.41
H: 1.828 2.446 -0.727  0.37

Force components x, y, z for each atom (eV/Å):
-2.06 -2.06 -2.03
-1.67 0.50 2.01
1.96 2.75 0.44
-2.68 -2.61 -1.07
3.38 -1.28 -0.22
2.72 -0.95 -0.94
-1.13 -1.13 0.24
-1.72 2.89 0.70
2.01 1.64 1.54
0.88 -0.59 -0.73
-1.90 1.33 1.00
0.15 0.46 -0.07
-2.79 -0.28 1.32
-0.41 -0.75 -0.88
0.66 -0.18 -0.47
2.59 0.26 -0.84


DFT (ωB97M-V with the def2-TZVPD basis set) results for the molecule C6H8N2 at a distorted geometry.

Output
gap between HOMO and LUMO = 8.80 eV
E_tot = -9326.60605 eV
charge = 0
SMILES = C=C=NN1C(C)=C1C
ΔE to the lowest compared entry with this formula, charge and spin = 117.6 kcal per mole
highest occupied orbital energy = -7.92 eV

Last column: natural (NBO) charge in e.
Positions of all 16 atoms, in Å:
C: -0.654 0.695 0.014  0.15
C: -1.327 -0.377 0.286  0.16
C: 2.030 -0.676 1.160  0.38
C: 3.327 -0.626 1.127  -0.64
C: -0.201 1.875 -0.722  -0.67
C: -2.295 -1.453 0.092  -0.67
N: -0.258 -0.055 1.238  -0.29
N: 0.840 -0.914 1.198  -0.32
H: 3.872 -0.815 0.218  0.23
H: 3.904 -0.428 2.012  0.23
H: -1.059 2.482 -1.012  0.24
H: 0.336 1.589 -1.627  0.24
H: 0.459 2.472 -0.092  0.24
H: -3.235 -1.203 0.587  0.24
H: -1.903 -2.365 0.538  0.25
H: -2.490 -1.614 -0.965  0.24

Force components x, y, z for each atom (eV/Å):
-0.25 -1.31 0.02
0.95 0.98 -0.49
-0.90 0.12 -0.20
0.76 0.10 0.01
0.01 0.20 -0.06
-0.21 -0.10 0.15
-0.64 1.08 0.98
0.37 -1.14 -0.29
-0.04 0.10 -0.23
0.01 0.01 0.25
0.02 0.04 -0.04
0.04 0.04 0.01
-0.02 0.02 -0.05
-0.05 -0.08 0.03
-0.03 -0.05 -0.05
-0.03 -0.03 -0.03


DFT (ωB97M-V with the def2-TZVPD basis set) results for the molecule C6H8N2 at a distorted geometry.

Output
gap between HOMO and LUMO = 9.61 eV
E_tot = -9326.54932 eV
charge = 0
SMILES = [H]/N=C/N1[C@@H]2CC=C[C@@H]21
ΔE to the lowest compared entry with this formula, charge and spin = 119.0 kcal per mole
highest occupied orbital energy = -8.56 eV

Last column: natural (NBO) charge in e.
Positions of all 16 atoms, in Å:
C: 1.977 0.305 -0.229  0.24
C: -0.414 0.170 1.187  -0.02
C: -1.046 -1.011 0.615  -0.52
C: -1.301 -0.708 -0.703  -0.14
C: -1.005 0.617 -1.064  -0.22
C: -0.474 1.330 0.101  -0.10
H: 2.884 -1.203 -0.745  0.32
H: 2.891 1.101 -0.695  0.21
H: -0.366 0.621 2.139  0.23
H: -1.941 -1.183 1.158  0.23
H: -0.311 -1.836 0.771  0.27
H: -1.649 -1.566 -1.271  0.21
H: -1.202 1.187 -1.887  0.21
H: -0.769 2.376 0.231  0.20
N: 1.889 -1.068 -0.133  -0.66
N: 0.837 0.867 0.526  -0.47

Force components x, y, z for each atom (eV/Å):
-2.95 -2.76 1.86
3.05 4.61 -2.17
2.34 -1.36 4.17
-0.09 3.04 -5.44
-0.97 -4.11 2.67
0.57 -1.07 0.71
-2.96 -0.84 2.08
-3.12 -2.57 1.39
-0.50 -0.67 1.38
-0.96 -0.63 0.66
-0.84 0.02 -0.26
-0.10 0.62 -0.82
-0.56 0.65 -2.59
0.26 -0.28 0.33
5.84 5.17 -3.84
0.98 0.18 -0.13


DFT (ωB97M-V with the def2-TZVPD basis set) results for the molecule C6H8N2 at a distorted geometry.

Output
gap between HOMO and LUMO = 10.39 eV
E_tot = -9324.27429 eV
charge = 0
SMILES = C#CC/N=C/N1CC1
ΔE to the lowest compared entry with this formula, charge and spin = 171.4 kcal per mole
highest occupied orbital energy = -9.48 eV

Last column: natural (NBO) charge in e.
Positions of all 16 atoms, in Å:
C: -3.661 1.013 0.002  -0.20
C: -2.717 0.166 0.013  -0.04
C: -1.735 -0.820 -0.151  -0.33
C: 0.429 -0.472 -0.257  0.24
C: 2.581 0.482 0.812  -0.27
C: 2.662 0.606 -0.634  -0.23
H: -4.458 1.629 -0.145  0.23
H: -2.101 -2.014 0.068  0.24
H: -1.519 -0.850 -1.273  0.23
H: 0.211 -0.676 -1.369  0.15
H: 1.960 1.193 1.316  0.20
H: 3.241 0.062 1.432  0.20
H: 3.634 0.780 -1.524  0.19
H: 1.974 1.444 -1.014  0.17
N: -0.302 -0.552 0.781  -0.36
N: 1.974 -0.507 -0.237  -0.42

Force components x, y, z for each atom (eV/Å):
6.17 -5.50 0.13
-5.83 4.87 0.47
1.23 -3.99 0.77
4.52 -1.25 -1.15
-2.15 -0.01 -2.41
1.78 5.21 -5.09
-1.54 1.40 -0.06
0.88 3.56 -0.13
-0.03 0.04 1.70
0.01 0.67 1.72
-0.76 0.06 0.00
2.86 -1.64 1.74
-2.45 -1.57 3.11
0.92 -0.88 0.61
-2.45 -0.25 -4.58
-3.18 -0.71 3.18


DFT (ωB97M-V with the def2-TZVPD basis set) results for a cluster of 3 separate species, C6H8N2 in total at a distorted geometry.

Output
gap between HOMO and LUMO = 8.68 eV
E_tot = -9323.55082 eV
charge = 0
ΔE to the lowest compared entry with this formula, charge and spin = 188.1 kcal per mole
highest occupied orbital energy = -9.58 eV

Last column: natural (NBO) charge in e.
Positions of all 16 atoms, in Å:
C: -3.001 0.201 0.115  -0.48
C: -0.957 -0.612 -0.266  0.32
C: 0.410 -1.178 -0.301  -0.22
C: 1.369 -0.248 -0.272  -0.08
C: 3.081 -0.129 0.114  -0.66
C: 0.549 0.953 -0.271  0.10
H: -4.197 0.140 0.572  0.19
H: -2.730 1.063 0.759  0.23
H: -3.137 0.727 -0.847  0.22
H: 0.561 -2.351 -0.251  0.23
H: 3.272 -1.195 1.318  0.23
H: 3.723 -0.419 -0.922  0.26
H: 3.157 1.212 0.736  0.26
H: 0.738 2.126 -0.092  0.21
N: -2.170 -1.070 -0.042  -0.30
N: -0.668 0.778 -0.349  -0.50

Force components x, y, z for each atom (eV/Å):
-4.75 0.80 0.78
-0.69 0.30 -0.10
0.91 -5.94 0.22
3.18 0.31 1.50
-2.36 -0.53 1.48
1.99 5.03 0.67
3.30 -1.12 -1.52
1.04 -1.21 -0.08
0.07 -0.69 0.20
-0.16 2.66 -0.08
-0.33 3.21 -3.76
-1.51 1.13 3.40
0.13 -4.55 -2.34
0.87 -2.80 -0.71
2.24 3.13 0.28
-3.91 0.27 0.06


DFT (ωB97M-V with the def2-TZVPD basis set) results for the molecule C6H8N2 at a distorted geometry.

Output
gap between HOMO and LUMO = 9.64 eV
E_tot = -9329.90714 eV
charge = 0
SMILES = C/C=C\n1cccn1
ΔE to the lowest compared entry with this formula, charge and spin = 41.5 kcal per mole
highest occupied orbital energy = -8.60 eV

Last column: natural (NBO) charge in e.
Positions of all 16 atoms, in Å:
C: -2.537 -0.847 0.095  -0.65
C: -1.864 0.573 -0.146  -0.19
C: -0.603 1.050 -0.054  -0.04
C: 1.924 1.000 0.083  -0.03
C: 2.865 0.001 0.043  -0.35
C: 2.040 -1.142 -0.008  -0.03
H: -3.194 -0.699 1.008  0.22
H: -3.195 -1.009 -0.732  0.21
H: -1.896 -1.715 0.043  0.24
H: -2.649 1.342 -0.050  0.20
H: -0.616 2.100 0.021  0.21
H: 2.068 2.083 0.067  0.22
H: 3.883 -0.011 -0.202  0.23
H: 2.314 -2.200 -0.116  0.20
N: 0.665 0.393 0.011  -0.19
N: 0.796 -0.920 -0.062  -0.26

Force components x, y, z for each atom (eV/Å):
0.33 2.20 -0.11
-0.08 -1.60 1.54
-1.09 -1.39 -0.05
-0.42 0.41 -0.44
-2.27 -0.07 -0.14
2.89 -2.77 -0.59
1.04 -0.66 -0.89
-0.80 0.07 -0.56
0.46 0.09 0.78
0.63 -0.17 -0.42
0.94 1.11 -0.10
-0.36 -0.49 0.07
1.24 0.41 0.32
0.32 0.61 0.19
0.09 2.24 0.13
-2.91 0.00 0.26


DFT (ωB97M-V with the def2-TZVPD basis set) results for the molecule C6H8N2 at a distorted geometry.

Output
gap between HOMO and LUMO = 10.05 eV
E_tot = -9324.52111 eV
charge = 0
SMILES = C#CC/N=C\N1CC1
ΔE to the lowest compared entry with this formula, charge and spin = 165.7 kcal per mole
highest occupied orbital energy = -9.17 eV

Last column: natural (NBO) charge in e.
Positions of all 16 atoms, in Å:
C: -4.445 -0.101 -0.186  -0.23
C: -3.188 -0.025 -0.100  0.00
C: -1.843 -0.381 0.304  -0.36
C: 0.313 0.650 -0.248  0.27
C: 2.435 0.216 0.597  -0.27
C: 2.558 -0.368 -0.746  -0.28
H: -5.455 0.126 0.000  0.23
H: -1.528 -1.192 -0.548  0.24
H: -1.525 -0.795 1.320  0.26
H: 0.991 1.567 -0.372  0.15
H: 2.201 1.398 0.756  0.19
H: 3.172 -0.088 1.573  0.22
H: 3.242 -1.438 -0.511  0.22
H: 2.834 0.199 -1.619  0.23
N: -0.994 0.718 -0.244  -0.41
N: 1.230 -0.484 0.025  -0.46

Force components x, y, z for each atom (eV/Å):
5.75 0.73 0.57
-6.05 -1.35 1.38
2.96 -1.74 -4.29
-1.48 0.29 -0.34
1.25 2.51 3.10
1.86 -3.26 2.95
-0.63 0.01 -0.36
-0.96 0.84 2.39
-1.01 0.91 -1.31
-1.90 -0.70 -0.76
1.05 -2.88 -0.56
-2.64 0.13 -2.84
-2.39 3.06 -1.56
-0.66 0.09 -0.31
4.14 0.45 1.67
0.72 0.90 0.28


DFT (ωB97M-V with the def2-TZVPD basis set) results for the molecule C6H8N2 at a distorted geometry.

Output
gap between HOMO and LUMO (alpha / beta) = 7.47 / 7.59 eV
E_tot = -9328.07373 eV
charge = 0
SMILES = C=c1[nH]cn/c1=C\C
ΔE to the lowest compared entry with this formula, charge and spin = 83.8 kcal per mole
highest occupied orbital energy (alpha / beta) = -7.60 / -7.13 eV

Last column: natural (NBO) charge in e.
Positions of all 16 atoms, in Å:
C: 1.562 1.566 -0.310  0.23
C: -0.036 0.131 -0.043  0.11
C: 1.179 -0.619 0.001  0.06
C: 1.513 -1.930 0.203  -0.41
C: -1.669 -0.374 0.000  -0.09
C: -2.758 0.645 0.155  -0.69
N: 0.257 1.439 -0.284  -0.49
N: 2.193 0.354 -0.072  -0.56
H: 2.043 2.411 -0.505  0.18
H: 2.547 -2.320 0.233  0.19
H: 0.802 -2.590 -0.060  0.19
H: -1.881 -1.489 0.192  0.19
H: -3.511 0.113 0.735  0.22
H: -3.206 1.061 -0.714  0.23
H: -2.189 1.354 0.765  0.24
H: 3.153 0.249 -0.296  0.41

Force components x, y, z for each atom (eV/Å):
-2.53 -4.73 1.03
-5.15 -1.70 -0.53
1.59 -0.41 0.76
2.05 1.46 -0.20
5.03 -0.54 -0.30
1.70 -1.31 1.49
-0.02 0.80 0.16
-1.45 1.91 -0.32
2.06 3.44 -0.70
-0.69 0.64 0.08
-2.42 -2.50 -0.26
0.65 1.93 -0.41
-0.31 0.47 0.15
-0.06 0.43 -0.85
-0.99 0.74 -0.11
0.55 -0.64 0.00